Record 1
ORCA calculation (wB97M-V/def2-TZVPD) on the molecule C2HClF3N.

* highest occupied orbital energy: -0.4050 Ha
* multiplicity: 1
* maximum force: 2.495 eV/Å
* relative energy (zero: lowest compared OMol25 entry of this formula, charge and spin): 7.4 kcal/mol
* E_LUMO: 0.3 eV

Geometry as XYZ:
```
8
Properties=species:S:1:pos:R:3:forces:R:3:mulliken_charge:R:1
H 0.42644 -2.40779 0.61757 0.626 0.623 -0.529 0.2866
N -0.01086 -1.51816 0.40360 -0.833 1.072 0.502 -0.4320
C 0.40065 -0.41403 0.04876 2.291 -0.657 -0.739 0.1956
Cl 2.08854 0.01309 -0.58278 -0.737 -0.613 0.694 -0.2034
C -0.48311 0.82413 -0.12142 -0.948 -0.471 1.924 0.8450
F -1.62057 0.33828 -0.56356 -1.124 0.273 -1.094 -0.2324
F -0.01514 1.77762 -0.88636 0.056 -0.009 -0.445 -0.2107
F -0.78594 1.38685 1.08419 0.670 -0.218 -0.312 -0.2488
```
Forces are in eV/Å.

---

Record 2
ORCA calculation (wB97M-V/def2-TZVPD) on C29H44BrCaN3P2 as an isolated structure.

* total charge: +2
* highest occupied orbital energy (alpha / beta): -0.4970 / -0.5039 Ha
* multiplicity: 1
* maximum force: 2.873 eV/Å
* E_LUMO (alpha / beta): -8.9 / -7.2 eV

Geometry as XYZ:
```
80
Properties=species:S:1:pos:R:3:forces:R:3:mulliken_charge:R:1
C 2.56065 4.51714 -1.07258 0.124 -0.378 0.019 -0.3596
C 1.55438 4.03965 -1.94017 0.592 0.346 -0.074 0.6897
C 1.90699 3.83471 -3.28424 -0.085 -0.305 0.042 -0.2445
C 3.25346 3.91993 -3.65163 -0.190 0.247 0.511 -0.4548
N 4.21299 4.22624 -2.77745 0.271 0.031 0.052 -0.5187
C 3.88532 4.55169 -1.52325 -0.619 0.008 -0.271 -0.4487
C 0.25950 3.71554 -1.38648 -1.481 -0.248 0.956 -0.1744
C -0.75356 3.39972 -0.77382 1.558 0.425 -0.547 -0.5695
C -1.87872 2.90661 -0.01362 -0.188 -0.456 0.122 0.1275
C -2.00990 1.50597 0.13549 -0.317 -0.238 0.034 1.6654
C -3.18467 0.94190 0.70314 1.640 0.186 -0.609 -0.6301
C -4.02351 1.85290 1.26373 -1.750 -0.591 -0.666 -1.1191
C -4.04554 3.19965 1.12360 1.354 1.332 -0.316 -0.6491
C -2.87202 3.74669 0.51810 -0.462 0.166 0.164 -0.2687
Ca -3.13850 1.52435 3.58753 0.356 -0.204 0.831 1.4668
P 1.76599 -0.04880 0.35584 2.102 -0.682 -1.836 0.7896
H 1.16307 3.58313 -4.03821 0.091 -0.064 0.266 0.4707
H 2.32842 4.81545 -0.05010 -0.012 -0.206 -0.237 0.5121
H 3.57471 3.72385 -4.67965 -0.167 0.083 0.366 0.3977
H 4.69716 4.84368 -0.84272 -0.348 -0.093 -0.405 0.3796
H -2.74158 4.83217 0.46809 -0.203 -0.392 -0.200 0.5787
H -1.19775 0.84542 -0.20202 -0.579 0.350 -0.043 -0.0067
H -4.86891 3.85396 1.41884 0.286 -0.248 0.131 0.4522
H -3.37732 -0.13042 0.62983 0.124 0.234 0.384 0.1903
C 2.33182 -1.79787 0.59800 -0.989 -0.026 0.676 -0.5640
C 3.38322 -2.39251 -0.32710 0.433 -0.101 -0.336 -1.4515
H 1.40273 -2.38685 0.52830 0.298 0.016 0.111 0.3640
H 2.66870 -1.85905 1.64385 -0.182 -0.017 -0.188 0.6164
H 3.55657 -3.43589 -0.03275 -0.119 0.220 -0.011 0.4462
H 3.06892 -2.40742 -1.37629 0.029 0.078 0.194 0.2902
H 4.35110 -1.88401 -0.25565 -0.298 -0.079 -0.073 0.3088
C 1.91307 0.27900 -1.47699 -0.891 0.049 0.070 0.4561
C 3.29845 0.52782 -2.06374 0.473 0.077 -0.004 -1.3075
H 1.28055 1.16823 -1.64149 0.121 -0.283 -0.084 0.0077
H 1.41978 -0.56353 -1.99411 0.082 0.315 0.332 -0.1522
H 3.18926 0.73346 -3.13878 -0.037 -0.043 0.300 0.4567
H 3.78305 1.40980 -1.62310 -0.113 -0.227 -0.124 0.1543
H 3.97063 -0.33713 -1.96654 -0.260 0.352 0.017 0.2549
C 3.11210 0.98965 1.09447 -1.107 0.552 0.682 -0.4045
C 4.53488 0.45668 1.10093 0.459 -0.283 -0.167 -1.2457
H 2.77187 1.13268 2.13308 0.235 0.162 -0.173 0.5843
H 3.06154 1.97455 0.60611 -0.115 -0.221 0.112 0.0732
H 5.15845 1.13377 1.69379 -0.169 -0.067 -0.027 0.4331
H 4.60954 -0.53328 1.55760 0.001 0.143 -0.027 0.3154
H 4.98109 0.41538 0.10232 -0.184 -0.044 0.186 0.2394
Br -3.58564 1.51714 6.20921 -0.487 0.308 -0.270 -0.5987
P -1.31741 -1.51711 -1.40668 -0.289 -0.529 -0.406 0.9360
C -0.36659 -2.57273 -2.59242 0.364 0.364 0.275 -0.5771
C -0.99665 -3.88186 -3.03661 -0.081 -0.296 -0.271 -1.2856
H 0.59399 -2.76865 -2.08807 -0.178 -0.038 -0.202 0.2201
H -0.13466 -1.94192 -3.46190 0.016 -0.062 0.196 0.5095
H -0.29584 -4.39816 -3.70159 -0.128 0.006 0.124 0.4235
H -1.20226 -4.54774 -2.19451 0.020 0.063 -0.144 0.2776
H -1.92243 -3.73281 -3.60076 0.189 -0.027 0.178 0.2581
C -2.31751 -2.72163 -0.41246 0.365 0.266 0.414 -0.5983
C -3.73960 -3.02669 -0.86265 -0.264 -0.290 -0.009 -1.4747
H -2.33118 -2.29326 0.60439 -0.071 -0.290 -0.191 0.2027
H -1.72910 -3.64760 -0.34901 -0.085 0.246 0.079 0.6691
H -4.18597 -3.72800 -0.14653 0.016 0.160 -0.158 0.4529
H -4.37384 -2.13225 -0.88221 0.119 -0.201 -0.061 0.2834
H -3.77694 -3.51068 -1.84651 0.042 0.201 0.239 0.2579
C -2.55373 -0.62215 -2.47021 0.437 0.461 0.438 -0.4802
C -2.96041 -1.25929 -3.78990 -0.291 -0.046 -0.283 -1.4654
H -2.07849 0.35573 -2.65525 -0.232 -0.177 -0.060 0.4523
H -3.43566 -0.41501 -1.84832 0.223 -0.018 -0.131 0.3419
H -3.62241 -0.56274 -4.31651 0.137 -0.118 0.015 0.4418
H -2.10049 -1.44999 -4.43961 -0.178 0.011 0.109 0.3415
H -3.52356 -2.19054 -3.66069 0.199 0.220 0.014 0.2181
C -1.24426 -1.68537 6.96985 0.274 -0.150 0.344 -0.8412
N -1.04990 -1.27903 5.57778 0.523 -0.038 -1.088 0.1833
C -0.84518 -2.11685 4.47839 0.019 0.503 -0.021 -0.7214
C -0.94631 -1.33151 3.35667 -0.680 -0.269 0.953 -0.3737
N -1.31086 -0.04333 3.74854 1.508 0.548 0.385 -0.5602
C -1.18168 -0.03277 5.08619 -0.370 -0.601 -0.023 -0.3863
H -1.63124 -2.71324 6.97713 0.109 0.400 0.012 0.3360
H -0.30204 -1.65191 7.53113 -0.233 -0.012 -0.190 0.3023
H -1.97297 -1.01470 7.43882 0.164 -0.189 -0.178 0.3392
H -0.60021 -3.16336 4.60267 -0.152 0.180 -0.013 0.4425
H -0.75042 -1.59308 2.32595 -0.351 0.006 0.088 0.3869
H -1.12649 0.84846 5.72549 -0.417 -0.470 -0.305 0.9341
```
Forces are in eV/Å.

---

Record 3
ORCA calculation (wB97M-V/def2-TZVPD) on a 4-piece molecular cluster, C4H17NO3 overall.

* highest occupied orbital energy: -0.3631 Ha
* multiplicity: 1
* maximum force: 2.120 eV/Å
* relative energy (zero: lowest compared OMol25 entry of this formula, charge and spin): 25.6 kcal/mol
* E_LUMO: 0.5 eV

Geometry as XYZ:
```
25
Properties=species:S:1:pos:R:3:forces:R:3:mulliken_charge:R:1
C -1.72232 -0.16825 1.33334 -0.308 1.559 0.180 -1.2554
C -1.81355 0.46974 -0.04876 1.624 -1.341 0.237 -0.5700
N -0.42633 0.80596 -0.55577 -1.920 -0.223 0.464 -0.2137
C -0.50660 0.70438 -2.01851 1.713 0.183 -0.452 -0.5867
C -0.00922 -0.68848 -2.40741 -0.593 -0.574 0.586 -1.1635
H -1.04953 -1.02058 1.33180 -0.162 -0.180 -0.042 0.3144
H -2.72186 -0.39490 1.70347 0.072 -0.405 0.006 0.3710
H -1.34143 0.59617 2.01948 0.084 -0.204 0.137 0.2654
H -2.16108 -0.32757 -0.70207 -0.451 0.302 -0.288 0.3766
H -2.42535 1.36816 -0.10285 -0.378 -0.196 0.060 0.3856
H -0.28083 1.72155 -0.15007 0.357 0.434 -0.764 0.3514
H -1.46764 0.87239 -2.51090 -0.365 0.121 0.642 0.3656
H 0.15044 1.44634 -2.47574 0.123 0.067 0.039 0.4048
H 1.07401 -0.79089 -2.39463 0.117 0.418 -0.724 0.3452
H -0.28922 -1.41545 -1.64129 -0.457 0.112 0.172 0.3668
H -0.50154 -1.05886 -3.30475 0.545 0.090 -0.363 0.3311
O 0.75724 0.29497 3.60453 -0.353 -0.410 0.183 -0.6338
H 0.43733 0.07856 2.72702 -0.549 0.038 -0.018 0.3432
H 1.68704 0.25498 3.39979 0.701 0.270 0.306 0.2949
O 2.08443 1.06372 1.44357 0.292 0.127 -0.839 -0.6321
H 1.55600 0.82926 0.66489 -0.305 -0.200 0.092 0.3241
H 2.77075 1.61649 1.05539 0.170 0.042 0.225 0.2677
O 2.12431 -2.43768 -0.37936 0.074 -0.824 -0.317 -0.6528
H 2.39155 -1.96787 0.40755 -0.098 0.511 0.060 0.3068
H 1.68341 -1.85214 -0.99873 0.066 0.285 0.420 0.2933
```
Forces are in eV/Å.

---

Record 4
ORCA calculation (wB97M-V/def2-TZVPD) on a 2-piece molecular cluster, C4H15N3O overall.

* highest occupied orbital energy: -0.3051 Ha
* multiplicity: 1
* maximum force: 0.728 eV/Å
* relative energy (zero: lowest compared OMol25 entry of this formula, charge and spin): 25.9 kcal/mol
* E_LUMO: 0.8 eV

Geometry as XYZ:
```
23
Properties=species:S:1:pos:R:3:forces:R:3:mulliken_charge:R:1
N 0.23696 1.89908 2.09997 -0.675 0.228 0.151 -0.5323
C 1.00663 1.66972 0.89042 0.097 -0.439 0.161 -0.5354
C 0.76311 0.25315 0.32015 0.158 0.578 -0.345 -0.6986
N -0.15570 0.26060 -0.81166 0.154 0.284 -0.163 -0.3577
C 0.14585 -0.72220 -1.83926 -0.175 0.247 0.039 -0.3928
C -0.85083 -0.64000 -2.99414 -0.378 0.037 0.599 -0.6785
N -1.96039 -1.60107 -2.80135 0.559 0.081 -0.101 -0.6126
H 0.64312 1.54758 2.95394 0.160 -0.259 -0.120 0.1813
H -0.04098 2.85540 2.26825 0.159 0.013 -0.254 0.1837
H 2.08196 1.82004 1.05192 0.017 -0.017 -0.074 0.2261
H 0.68774 2.34668 0.10279 -0.022 0.239 0.093 0.4115
H 1.71233 -0.12732 -0.05829 0.069 -0.118 0.038 0.4014
H 0.42184 -0.39296 1.12117 -0.020 -0.300 0.338 0.3925
H -1.12619 0.20710 -0.53290 0.021 -0.094 0.099 0.2478
H 1.15910 -0.53887 -2.20811 -0.048 0.109 0.036 0.3408
H 0.15106 -1.73257 -1.42332 -0.002 -0.426 -0.062 0.2759
H -1.26410 0.37083 -2.98817 0.031 -0.012 -0.122 0.3483
H -0.34147 -0.78367 -3.93547 0.277 -0.112 -0.411 0.3349
H -2.43899 -1.71664 -3.68793 -0.179 0.007 0.099 0.2322
H -1.51914 -2.49663 -2.61208 -0.240 -0.083 0.001 0.2239
O 0.64541 -0.84154 4.22518 0.446 -0.272 -0.225 -0.6333
H 1.29860 -0.92302 4.93253 -0.161 0.020 -0.097 0.3170
H 1.00249 -1.39695 3.51111 -0.246 0.292 0.322 0.3241
```
Forces are in eV/Å.

---

- multiplicity of number 2 (C29H44BrCaN3P2)?
  1

---

- Look up the multiplicity of the fourth one.
  1

---

- multiplicity of number 3 (C4H17NO3)?
  1

---

- The lowest maximum force belongs to which entry?
  C4H15N3O